Record 1
Density functional theory data (the ωB97M-V functional and the def2-TZVPD basis) for a molecular structure, C17H44ClFNO13PS at a distorted geometry.

Values from the calculation:
Net charge: 0
Calculated total energy, hartree: -3006.45519
Molecular weight, g/mol: 588.0
Maximum force, eV Å⁻¹: 1.07
HOMO-LUMO gap, eV: 9.02
LUMO level, eV: 0.01
E_HOMO, eV: -9.01

Element x y z (Å)
Cl: -0.3254 0.3101 -7.2207
S: 0.5085 2.5849 -5.8295
P: -1.6958 1.0622 -3.3143
F: 0.8609 2.5908 -4.3074
O: -1.4444 2.4313 -2.8745
O: -3.1352 0.7720 -3.9250
O: -1.2601 -8.3308 0.5211
O: -3.2054 -4.0225 -3.7359
O: 2.4333 6.8020 4.2440
O: 1.7025 2.2698 -6.5098
O: -1.6520 -0.1120 -2.2310
O: 3.6852 7.1890 6.8798
O: -0.7059 -9.9721 2.8968
O: -3.9599 -4.9602 -1.0403
O: -0.2647 3.7297 -6.0809
O: 0.7065 5.6596 -0.9001
O: 3.5037 5.1826 -0.0831
N: -0.5748 1.2544 -5.7889
C: 0.0676 -8.5391 0.0793
C: -3.0243 -3.9341 -1.3099
C: 3.8682 6.3849 -0.7323
C: 1.0078 5.0911 -2.1640
C: 1.1051 4.8590 0.1942
C: -1.9938 -9.7522 2.3517
C: 2.4081 5.3259 0.8056
C: 3.6308 7.2418 3.6339
C: -0.5854 0.3936 -4.5951
C: 2.6005 6.3170 6.6214
C: 2.6234 5.7804 5.2063
C: 3.3445 8.5603 6.8185
C: -3.3330 -3.1925 -2.5923
C: -0.1507 -8.8363 3.5306
C: -4.4377 -4.5177 -4.2214
C: -3.5001 -6.2566 -1.3806
C: -1.9481 -9.5232 0.8567
H: 1.8112 5.0566 5.0898
H: -3.0592 -3.2235 -0.4779
H: 0.5455 -7.5622 0.0269
H: 2.6736 5.4770 7.3186
H: 3.5706 5.2596 5.0270
H: 2.0611 4.8034 -2.2320
H: 3.3865 8.1274 3.0488
H: 4.2745 9.1241 6.8662
H: 0.7967 5.8539 -2.9120
H: 0.4126 0.1588 -4.2135
H: 0.6260 -9.1764 0.7693
H: -2.5991 -10.6407 2.5540
H: 2.7140 8.8479 7.6670
H: -4.3529 -6.9284 -1.2912
H: -3.1239 -6.2927 -2.4066
H: -2.9721 -9.4352 0.4810
H: -2.6278 -2.3662 -2.7032
H: 4.3956 7.5000 4.3706
H: -4.2084 -5.2620 -4.9822
H: -1.4795 -10.3833 0.3664
H: -1.0531 -0.5433 -4.9063
H: 3.0065 6.8672 -1.2005
H: -5.0315 -3.7177 -4.6776
H: 0.8872 -9.0719 3.7589
H: -3.6030 1.6054 -4.0886
H: 0.0846 -8.9942 -0.9170
H: 2.6197 4.7207 1.6929
H: -2.0104 -4.3478 -1.3606
H: 0.3735 4.2221 -2.3581
H: 1.1997 3.8112 -0.1147
H: -5.0254 -4.9841 -3.4268
H: 2.3105 6.3681 1.1267
H: 4.3289 7.0887 -0.0295
H: 1.6483 6.8273 6.8040
H: 2.8213 8.8054 5.8909
H: 4.5969 6.1285 -1.4994
H: 0.3209 4.9181 0.9552
H: -4.3418 -2.7689 -2.5396
H: -2.7142 -6.5933 -0.6969
H: -0.8194 -0.1345 -1.7337
H: 4.0319 6.4745 2.9623
H: -0.1870 -7.9554 2.8845
H: -2.4742 -8.8966 2.8388
H: -0.6751 -8.6109 4.4656



Record 2
Density functional theory data (the ωB97M-V functional and the def2-TZVPD basis) for C5H10O in the gas phase at a distorted geometry.

Values from the calculation:
Net charge: 0
Energy relative to the best compared isomer or geometry (same formula, charge and spin), eV: 1.3104
Calculated total energy, hartree: -271.70446
Molecular weight, g/mol: 86.1
Maximum force, eV Å⁻¹: 2.42
SMILES: C/C=C(\C)CO
HOMO-LUMO gap, eV: 9.82
LUMO level, eV: 0.93
E_HOMO, eV: -8.89

Element x y z (Å)
O: -2.1507 -0.7257 1.3066
C: 1.1601 1.8154 0.2383
C: -0.2197 -0.2498 -0.1431
C: -1.4625 -1.0304 0.0922
C: -0.0966 0.9808 0.3887
C: 0.7888 -0.8865 -1.0302
H: 1.7775 1.7876 1.1567
H: -2.1438 -0.8236 -0.8066
H: 0.3437 -1.4276 -1.9499
H: -1.2690 -2.1227 0.0068
H: 1.8405 1.3648 -0.5593
H: -0.8885 1.2827 1.0985
H: 1.3416 -1.6761 -0.4827
H: 1.5774 -0.1709 -1.3535
H: -1.4421 -0.9767 1.9943
H: 0.8432 2.8588 0.0432



Record 3
Density functional theory data (the ωB97M-V functional and the def2-TZVPD basis) for 2 unconnected molecules or ions with the total composition C4H7NO at a distorted geometry.

Values from the calculation:
Net charge: 0
Energy relative to the best compared isomer or geometry (same formula, charge and spin), eV: 2.3809
Calculated total energy, hartree: -286.54415
Molecular weight, g/mol: 85.1
Maximum force, eV Å⁻¹: 2.04
SMILES: C#CC(N)=O.C
HOMO-LUMO gap, eV: 11.21
LUMO level, eV: 0.87
E_HOMO, eV: -10.34

Element x y z (Å)
O: 0.6969 -1.5307 -1.4591
N: 1.0118 -1.4113 0.7881
C: -2.3550 -0.8527 0.1000
C: 0.2808 -1.2562 -0.3491
C: 0.4747 1.9172 -0.3285
C: -1.1880 -1.0367 -0.1269
H: 1.3204 1.4559 0.1847
H: -3.3651 -0.5976 0.3224
H: 0.8213 2.8150 -0.8427
H: 1.9665 -1.7250 0.6851
H: 0.0120 1.2140 -1.0548
H: -0.3026 2.1902 0.3886
H: 0.6265 -1.1821 1.6922



Record 4
Density functional theory data (the ωB97M-V functional and the def2-TZVPD basis) for a molecular structure, C29H32AsIN2O2PSTi at a distorted geometry.

Values from the calculation:
Net charge: +1
Energy relative to the best compared isomer or geometry (same formula, charge and spin), eV: 4.2857
Calculated total energy, hartree: -5506.46600
Molecular weight, g/mol: 753.3
Maximum force, eV Å⁻¹: 2.10
Spin multiplicity: 3
HOMO-LUMO gap (alpha / beta), eV: 6.85 / 7.32
LUMO level (alpha / beta), eV: -2.53 / -2.88
E_HOMO (alpha / beta), eV: -9.39 / -10.20

Element x y z (Å)
I: -2.9206 1.4948 -0.4162
As: 1.0878 2.1245 3.2506
Ti: -0.1658 1.2980 0.6159
S: -0.9961 1.8236 2.8813
P: -0.4560 -0.8960 -0.7930
O: -1.2746 3.7991 -0.0518
O: 2.6353 0.4801 -0.3669
N: 1.6511 1.4824 -0.2270
N: -0.1970 3.1145 -0.1503
C: -0.4086 -1.2700 -3.4921
C: 1.4659 -2.4708 0.7758
C: 0.3904 -1.3082 -2.3469
C: 1.7555 -1.5502 -2.4889
C: 3.2118 2.9200 -1.5573
C: -5.6722 -2.4843 -0.7813
C: 1.9071 2.6442 -0.8797
C: -0.4156 -1.4337 1.8438
C: 1.1159 -2.7289 3.1534
C: -6.1683 -1.2297 -0.6635
C: -1.5847 -3.3077 -1.0263
C: -3.9144 -0.3336 -0.6207
C: 0.1418 -1.4857 -4.7453
C: -3.8368 -4.0550 -0.9831
C: 0.8387 4.9274 -1.4774
C: 2.3021 -1.7818 -3.7463
C: 1.8532 -2.9919 2.0005
C: 0.3176 -1.6837 0.6808
C: -1.9425 -1.9911 -0.8682
C: -5.2681 -0.1476 -0.5768
C: 1.8003 3.7714 2.5871
C: 1.2163 2.3827 5.1428
C: -2.5157 -4.3551 -1.0815
C: -3.3341 -1.6400 -0.7704
C: -0.0216 -1.9447 3.0752
C: -4.2730 -2.7165 -0.8387
C: 0.8645 3.5804 -0.8427
C: 1.4992 -1.7480 -4.8757
C: 2.3823 0.7300 2.9999
H: -1.4728 -1.0802 -3.4067
H: 2.7315 -3.6226 2.0549
H: 3.1685 2.6926 -2.6272
H: -0.4937 -1.4542 -5.6205
H: 0.6168 3.2491 5.4102
H: -1.3680 -0.9147 1.7750
H: -4.5858 -4.8367 -1.0217
H: -2.1778 -5.3756 -1.2010
H: 0.8215 1.5006 5.6404
H: 0.1506 5.5672 -0.9276
H: 2.6705 4.0051 3.1986
H: 2.4020 -1.5626 -1.6273
H: -6.3344 -3.3395 -0.8404
H: -7.2341 -1.0470 -0.6299
H: 1.9279 -1.9249 -5.8534
H: 1.0296 4.5281 2.7152
H: 2.0469 -2.7138 -0.1006
H: 2.1803 -0.0237 3.7568
H: 3.4655 3.9744 -1.4707
H: 4.0273 2.3490 -1.1145
H: 1.4280 -3.1459 4.1026
H: 2.3797 0.2817 2.0090
H: -0.6196 -1.7433 3.9545
H: 2.2590 2.5387 5.4148
H: 0.4779 4.8788 -2.5079
H: -0.5343 -3.5625 -1.1140
H: 3.3408 1.2148 3.1861
H: 2.0728 3.6974 1.5376
H: 3.0370 0.5987 -1.2354
H: 1.8237 5.3930 -1.4904
H: -5.6682 0.8519 -0.4673
H: 3.3599 -1.9929 -3.8380



Record 5
Density functional theory data (the ωB97M-V functional and the def2-TZVPD basis) for C4H7Br3O in the gas phase at a distorted geometry.

Values from the calculation:
Net charge: 0
Energy relative to the best compared isomer or geometry (same formula, charge and spin), eV: 0.0463
Calculated total energy, hartree: -7953.86361
Molecular weight, g/mol: 310.8
Maximum force, eV Å⁻¹: 3.89
SMILES: C[C@H](Br)C(Br)(Br)CO
HOMO-LUMO gap, eV: 10.20
LUMO level, eV: 0.02
E_HOMO, eV: -10.17

Element x y z (Å)
Br: -0.6325 -0.9906 1.9933
Br: -2.4306 -0.4362 -0.8941
Br: 0.2859 0.7137 -2.2806
O: 0.3583 2.3008 0.3963
C: 0.3322 -1.9341 -0.3274
C: -0.9080 1.7222 0.0694
C: 0.1508 -0.5521 0.2111
C: -0.7632 0.3833 -0.5216
H: -1.4879 1.6527 0.9904
H: -0.4993 -2.5875 -0.1809
H: 1.1580 -2.2878 0.1871
H: 0.8604 1.8528 1.0085
H: -1.4081 2.5173 -0.6092
H: 1.0497 0.0250 0.6020
H: 0.5784 -2.0189 -1.3338